{
  "formula": "C21H21CdF3N3O9PSTe",
  "method": "ωB97M-V with the def2-TZVPD basis set",
  "species": ["Cd", "O", "C", "O", "C", "C", "C", "C", "C", "N", "C", "O", "O", "H", "H", "H", "H", "F", "C", "F", "F", "C", "C", "C", "C", "N", "C", "S", "H", "H", "H", "C", "C", "O", "P", "O", "Te", "O", "C", "C", "H", "H", "H", "H", "H", "H", "H", "H", "H", "H", "O", "C", "C", "C", "C", "O", "N", "H", "H", "H", "H"],
  "positions_angstrom": [[-0.0452, 0.1238, 1.0286], [-2.7551, 0.0057, -2.8448], [-2.1292, 0.1158, -1.6484], [-0.9782, 0.4429, -1.5799], [-3.0157, -0.1534, -0.4923], [-4.3674, -0.4323, -0.6372], [-5.1258, -0.6358, 0.5065], [-4.5045, -0.5776, 1.7402], [-3.1365, -0.3162, 1.7936], [-2.4253, -0.0923, 0.7025], [-2.3725, -0.3148, 3.1448], [-3.0875, -0.3175, 4.1553], [-1.1267, -0.3424, 3.0427], [-2.0615, 0.1142, -3.5108], [-4.8003, -0.4860, -1.6253], [-6.1887, -0.8308, 0.4283], [-5.0354, -0.7331, 2.6683], [1.4504, 6.6294, 2.4919], [1.3987, 5.2805, 2.7594], [2.6774, 4.8713, 2.6840], [1.0430, 5.2166, 4.0631], [0.4577, 4.5834, 1.8335], [-0.2613, 5.3330, 0.9301], [-1.1516, 4.7029, 0.0680], [-1.2347, 3.3231, 0.1400], [-0.5519, 2.5725, 0.9834], [0.3032, 3.1541, 1.8793], [1.0895, 2.1748, 2.9962], [-0.1273, 6.4065, 0.8956], [-1.7383, 5.2694, -0.6417], [-1.9049, 2.7904, -0.5304], [-0.3544, -1.5838, -4.7037], [0.0094, -2.7468, -3.7924], [-0.4263, -2.4896, -2.4706], [0.5597, -2.6046, -1.1655], [-0.1576, -1.9220, -0.0458], [2.8296, -2.3489, -1.7659], [0.3228, -4.2286, -0.9344], [0.8439, -4.7407, 0.2937], [1.9904, -5.7080, 0.0426], [0.1255, -1.7104, -5.6752], [0.0187, -0.6617, -4.2538], [-1.4380, -1.5234, -4.8395], [1.0961, -2.8744, -3.7989], [-0.4487, -3.6783, -4.1461], [0.0249, -5.2600, 0.8031], [1.1702, -3.9200, 0.9402], [1.6761, -6.4754, -0.6679], [2.2905, -6.1860, 0.9776], [2.8402, -5.1687, -0.3722], [2.2345, 2.3880, -0.7719], [2.6760, 1.4977, -0.0653], [4.1641, 1.3336, 0.2769], [4.1631, 0.2728, 1.3689], [2.7390, -0.2715, 1.3232], [2.3336, -1.2339, 1.9571], [1.9658, 0.4948, 0.5091], [4.5804, 2.2926, 0.5851], [4.6847, 0.9963, -0.6219], [4.3018, 0.7103, 2.3598], [4.8893, -0.5274, 1.2293]],
  "forces_ev_per_angstrom": [[-0.8028, 0.2792, 0.6956], [-0.2691, -0.1393, 0.0795], [0.4068, 0.2054, -0.5757], [-0.0264, 0.0743, 0.1945], [-0.4496, -0.0993, 0.4925], [0.1890, 0.0658, -0.2460], [0.0824, 0.0354, 0.1986], [-0.1406, 0.0050, -0.1777], [0.1968, 0.0295, 0.3660], [-0.1203, -0.1094, -0.4451], [-0.1080, -0.0502, -0.1035], [-0.0570, -0.0505, -0.0675], [0.0037, -0.0749, -0.1106], [0.0761, 0.0141, 0.0361], [-0.0043, 0.0145, -0.0006], [0.0099, -0.0486, 0.0004], [0.0695, 0.0279, 0.0429], [-0.0395, -0.1082, -0.0403], [0.2125, 0.3156, 0.2506], [-0.1329, -0.0087, -0.0480], [-0.0025, -0.0710, -0.1493], [-0.0788, -0.1849, -0.1855], [0.0420, -0.1178, 0.0889], [-0.0241, 0.0752, -0.0487], [-0.1359, 0.0749, -0.1389], [0.1329, 0.0538, 0.1465], [-0.0286, 0.3267, 0.0566], [0.0729, -0.0693, 0.3500], [-0.0332, -0.0195, 0.0053], [-0.0160, -0.0640, -0.0429], [0.0534, -0.0299, -0.0100], [-0.0189, -0.1240, 0.2759], [0.1862, -0.0132, -0.2259], [0.2094, 0.2776, 0.2096], [-1.0890, -1.3198, -0.2214], [0.3635, 0.0771, -0.3435], [0.1794, 0.2965, 0.0549], [0.2787, 0.5428, 0.0089], [0.0937, -0.1860, 0.2120], [-0.1469, 0.1412, -0.0859], [-0.0711, 0.0031, -0.0653], [0.0090, 0.0410, -0.0299], [0.0291, 0.0446, -0.0601], [-0.0787, -0.0607, -0.0349], [-0.0186, 0.0357, 0.0958], [-0.0102, 0.1090, -0.0261], [-0.0234, -0.0441, 0.0152], [0.0361, -0.0462, 0.0063], [-0.0061, -0.0100, 0.0243], [0.0263, -0.0428, -0.0402], [0.0448, -0.0226, 0.0204], [0.1774, 0.0794, -0.1927], [-0.0642, 0.0287, 0.1060], [-0.0369, -0.0011, -0.0555], [0.3825, -0.0575, -0.0885], [0.0021, 0.1244, 0.0580], [0.5852, -0.1894, -0.1880], [-0.0316, 0.0232, -0.0507], [-0.0500, 0.0389, -0.0339], [0.0146, -0.0438, 0.0175], [-0.0508, -0.0537, 0.0242]],
  "lowdin_charge": [1.42, 0.09, -0.48, 0.08, -0.19, -0.01, -0.06, 0.01, -0.16, 0.12, -0.66, -0.02, -0.12, 0.10, 0.11, 0.10, 0.11, 0.06, -0.59, 0.10, 0.10, -0.15, -0.04, -0.09, -0.17, -0.02, -0.76, 0.62, 0.11, 0.08, 0.09, -0.08, -0.36, -0.30, 0.14, -0.43, 0.40, -0.32, -0.33, -0.11, 0.07, 0.08, 0.06, 0.00, 0.11, 0.11, 0.10, 0.07, 0.07, 0.01, 0.01, -0.56, -0.10, -0.11, -0.65, -0.03, -0.03, 0.11, 0.10, 0.11, 0.10],
  "e_homo_ev": -1.7527,
  "multiplicity": 1,
  "relative_energy_kcal_mol": 13.9,
  "charge": -2
}

=====

{
  "formula": "C21H21ClF6N4O6S2Tb",
  "method": "ωB97M-V with the def2-TZVPD basis set",
  "species": ["Tb", "C", "C", "O", "C", "C", "C", "N", "N", "C", "O", "C", "C", "C", "C", "C", "C", "H", "H", "H", "H", "H", "H", "H", "H", "H", "H", "H", "H", "F", "C", "F", "F", "S", "O", "O", "N", "S", "O", "O", "C", "F", "F", "F", "N", "H", "H", "H", "Cl", "C", "C", "C", "C", "C", "C", "C", "H", "H", "H", "H", "H", "H"],
  "positions_angstrom": [[-0.2900, -0.8600, 0.0914], [-3.1081, 2.1982, 2.2159], [-2.2936, 1.6327, 1.0760], [-1.6063, 0.5968, 1.3139], [-2.3374, 2.2802, -0.1455], [-1.6352, 1.9298, -1.3257], [-1.7473, 2.8018, -2.5351], [-0.8841, 0.8733, -1.3821], [-0.2100, 0.7230, -2.5965], [0.8128, -0.0586, -2.5214], [1.2551, -0.6301, -1.4300], [1.5529, -0.3082, -3.7926], [1.1176, 0.2084, -5.0116], [1.8134, -0.0710, -6.1761], [2.9528, -0.8679, -6.1405], [3.3905, -1.3826, -4.9302], [2.6927, -1.1047, -3.7622], [-3.0246, 1.5479, 3.0828], [-4.1584, 2.2811, 1.9346], [-2.7569, 3.1957, 2.4867], [-2.9575, 3.1668, -0.1919], [-2.5161, 3.5597, -2.3833], [-1.9858, 2.2069, -3.4148], [-0.7967, 3.2938, -2.7414], [0.2240, 0.8169, -5.0251], [1.4631, 0.3288, -7.1200], [3.4920, -1.0887, -7.0536], [4.2746, -2.0076, -4.8942], [3.0146, -1.5053, -2.8100], [-0.6377, 1.0164, 4.0255], [0.5111, 1.5132, 3.6044], [1.1458, 2.0438, 4.6455], [0.2928, 2.4647, 2.7073], [1.5986, 0.1984, 2.8640], [1.2600, 0.1159, 1.4487], [2.9226, 0.6074, 3.1859], [1.1852, -1.0978, 3.6638], [0.3697, -2.2954, 3.0717], [-0.5956, -1.9290, 2.0360], [-0.0650, -3.1813, 4.0945], [1.6103, -3.2404, 2.0757], [1.9329, -2.5182, 0.9873], [1.0890, -4.3910, 1.6875], [2.7130, -3.4662, 2.7745], [-3.7101, -0.9249, -0.5894], [-3.3544, -1.4138, 0.2222], [-3.4079, -1.4152, -1.4222], [-3.3365, 0.0162, -0.6046], [-3.6456, -3.1872, -6.1978], [-2.7942, -3.2028, -4.6648], [-3.4631, -3.5631, -3.5086], [-2.7848, -3.5709, -2.2990], [-1.4277, -3.2152, -2.1955], [-0.7257, -3.1512, -0.9138], [-0.7873, -2.8809, -3.4032], [-1.4509, -2.8655, -4.6165], [-4.5096, -3.8368, -3.5540], [-3.3214, -3.8585, -1.4006], [0.3317, -3.4119, -1.0507], [-1.1632, -3.8334, -0.1772], [0.2667, -2.6314, -3.3822], [-0.9255, -2.5919, -5.5231]],
  "forces_ev_per_angstrom": [[-1.0563, 0.2013, -1.6256], [-0.0975, 0.0052, 0.1229], [-0.0336, 0.3510, -0.2756], [0.1421, -0.4825, 0.1065], [-0.4431, 0.4050, 0.0119], [-0.0923, 0.0921, 0.1530], [-0.3077, 0.4310, -0.0640], [0.5857, -0.3588, -0.1447], [-0.1868, 0.0376, -0.4094], [0.2281, 0.0235, 0.1700], [0.2441, 0.1343, -0.6715], [0.1659, -0.1186, 0.0562], [-0.0223, -0.0113, 0.0212], [0.0051, 0.0069, -0.0084], [-0.0209, 0.0151, -0.0023], [0.0048, -0.0111, 0.0187], [0.0201, 0.0026, 0.0027], [0.0070, -0.0196, 0.0044], [-0.0067, 0.0139, -0.0219], [0.0212, -0.0029, -0.0167], [-0.0064, -0.0161, -0.0743], [0.0358, 0.0068, -0.0001], [0.0080, -0.0285, 0.0219], [0.0315, -0.0215, 0.0047], [-0.0043, -0.0010, -0.0059], [-0.0007, 0.0008, 0.0039], [-0.0050, 0.0031, -0.0019], [-0.0055, 0.0058, 0.0038], [-0.0033, 0.0050, -0.0047], [-0.1561, -0.0515, 0.0044], [0.0470, -0.0719, -0.0702], [0.0516, 0.0743, 0.1284], [-0.0105, 0.0846, -0.0527], [0.1673, -0.3329, -0.0328], [0.4862, 0.5336, 0.8060], [0.0233, 0.0352, -0.0233], [-0.0338, 0.0232, -0.0487], [0.0777, -0.1180, -0.0672], [0.1163, -0.6695, 1.5293], [-0.0407, 0.0540, 0.0816], [-0.0594, 0.1551, 0.1277], [0.0371, -0.1483, 0.0278], [-0.0229, -0.1282, -0.0592], [0.0866, -0.0434, 0.0244], [-0.0554, -0.0229, -0.0071], [-0.0124, -0.0027, 0.0397], [0.0333, -0.0197, -0.0114], [-0.0134, 0.0366, 0.0396], [0.0177, 0.0008, 0.0336], [0.0130, 0.0035, -0.0014], [-0.0117, -0.0057, -0.0035], [0.0164, 0.0081, 0.0209], [-0.0410, 0.0610, -0.0795], [0.0927, -0.2020, 0.1561], [0.0161, -0.0066, 0.0232], [-0.0064, -0.0011, -0.0164], [0.0085, 0.0031, 0.0067], [0.0031, -0.0009, -0.0114], [-0.0234, 0.0052, 0.0504], [-0.0049, 0.0628, -0.0005], [-0.0056, 0.0136, 0.0014], [-0.0031, 0.0013, 0.0097]],
  "lowdin_charge": [1.61, -0.02, -0.49, -0.20, -0.05, -0.34, -0.04, -0.09, 0.07, -0.48, -0.22, -0.16, -0.03, -0.09, -0.11, -0.09, -0.03, 0.07, 0.08, 0.08, 0.10, 0.07, 0.08, 0.08, 0.11, 0.10, 0.09, 0.10, 0.11, 0.15, -0.67, 0.14, 0.16, 0.65, -0.40, -0.24, -0.27, 0.63, -0.42, -0.23, -0.67, 0.10, 0.16, 0.16, 0.07, 0.01, -0.01, -0.02, 0.59, -0.69, -0.13, -0.09, -0.34, -0.24, -0.05, -0.11, 0.10, 0.11, 0.03, 0.04, 0.10, 0.10],
  "s2": 12.08,
  "e_homo_ev": [-4.4703, -4.4680],
  "multiplicity": 7,
  "relative_energy_kcal_mol": 57.4,
  "charge": -1
}

=====

| no. | maximum force (eV/A) |
| --- | --- |
| 1 | 1.73 |
| 2 | 1.95 |